Record 1
Computed, not measured: C31H36N2PPbS4 as an isolated structure at a distorted geometry, with ωB97M-V/def2-TZVPD.

```
75
Properties=species:S:1:pos:R:3:mulliken_charge:R:1
H -2.804 2.795 1.868 0.5614
N -1.081 4.900 -3.952 -0.4037
H -1.268 2.358 -4.763 0.4117
H -2.362 -4.339 1.226 0.5729
H -0.255 -0.386 3.510 0.0904
C 1.903 -0.820 -2.655 -0.7570
C 3.236 -0.835 -3.067 -0.7540
Pb -0.245 -0.390 -0.224 0.4447
H -0.961 5.829 -3.581 0.2184
C -1.712 -3.724 -0.706 -0.9470
H 2.001 -5.590 3.620 0.4649
H -1.789 0.260 4.055 0.6765
C -3.413 1.442 0.318 -0.5162
H -3.137 0.336 -2.357 0.1556
H -4.476 1.679 0.336 0.6227
C -0.898 1.440 -2.886 -0.6825
H -0.488 4.890 -1.341 0.4307
C 2.301 -3.189 1.248 -0.5787
H 2.299 -5.335 1.182 0.5082
H 4.111 3.922 2.512 0.4383
H 2.007 -1.341 4.090 0.5624
H -0.230 2.868 -0.012 0.4751
C 5.323 0.943 3.592 -0.7788
C 4.016 -0.562 -0.788 -0.6446
C 4.188 2.851 2.647 -0.7186
C -1.283 -0.186 3.197 -0.6188
C 2.059 -2.212 3.444 -0.6531
H 6.130 0.534 4.185 0.4569
H -4.701 -0.360 -1.909 0.5896
P 2.172 -0.394 1.389 1.3842
C -2.006 -1.470 2.790 -0.9500
C 4.275 -0.706 -2.144 -0.9437
C 3.365 0.624 2.235 0.3171
H -0.971 0.437 -3.295 0.6952
C 4.398 0.090 3.006 -0.1648
C 2.683 -0.557 -0.337 -0.2275
H -3.864 -2.624 -1.855 0.4834
C 1.732 -0.666 -1.299 1.1157
H -3.433 1.278 2.494 0.5225
C 2.050 -4.601 3.183 -0.6131
N -0.630 1.537 -1.564 0.4248
H -3.304 -1.904 -3.357 0.5373
C -3.212 -1.857 -2.273 -0.9835
C -0.630 3.922 -1.807 -0.9220
C 1.979 -3.477 4.000 -0.9707
H 5.300 -0.712 -2.493 0.4675
C 2.212 -4.458 1.812 -0.8068
C -1.060 2.514 -3.712 -0.9204
H -2.137 -2.081 3.684 0.6464
H 2.456 -3.091 0.180 0.5177
C 5.216 2.316 3.414 -0.5253
H -1.264 4.824 -4.939 0.2185
S -1.007 -2.435 1.631 0.2765
H -2.389 -4.433 -1.184 0.6034
S -3.198 -0.301 -0.056 0.0785
C -3.622 -0.461 -1.794 -0.5417
S -1.113 1.149 1.976 0.1932
C 2.224 -2.060 2.063 0.7451
H 4.823 -0.461 -0.073 0.5659
C -0.931 3.821 -3.186 0.7495
H -0.731 -4.202 -0.663 0.4095
H 3.453 -0.928 -4.124 0.4688
H 4.492 -0.980 3.142 0.4444
H -2.934 2.037 -0.459 0.1625
H -2.990 -1.284 2.366 0.5143
C -2.226 -3.396 0.696 -0.8623
H 1.097 -0.899 -3.372 0.4684
H 5.937 2.975 3.881 0.4232
S -1.501 -2.362 -1.893 0.1358
H 2.449 2.425 1.470 0.2356
H 1.871 -3.591 5.071 0.4794
C 3.258 2.008 2.063 -0.3635
C -2.825 1.718 1.704 -1.1107
H -3.180 -2.873 0.688 0.5068
C -0.490 2.786 -1.062 -0.5133
```

Calculated values
Net charge: +3
Maximum force in eV Å⁻¹: 1.05
Kohn-Sham gap in eV: 5.63
HOMO energy in eV: -15.964
ΔE to the lowest compared entry with this formula, charge and spin in kcal per mole: 30.4

=====

Record 2
Computed, not measured: C31H36N3O9TeV as an isolated structure, with ωB97M-V/def2-TZVPD.

```
81
Properties=species:S:1:pos:R:3:mulliken_charge:R:1
H 2.732 2.590 -1.941 0.4613
O -2.143 2.494 0.559 -0.5519
H -1.054 -1.118 -4.612 0.3491
Te -0.197 -2.883 -2.596 0.9482
N 0.836 2.149 -1.094 0.3263
H -4.903 -5.977 -1.983 0.4387
C 1.066 -1.547 -4.920 0.7471
H -0.352 1.523 -4.240 0.4854
C 3.750 -1.886 -4.254 -0.8410
C 1.027 -5.275 -0.887 0.9646
C 0.549 -4.817 -2.117 1.0982
O 1.741 -0.355 -1.202 0.7905
C 1.375 -6.621 -0.793 -0.9807
C 4.497 -0.860 -6.420 -1.6979
C 0.427 -5.685 -3.219 0.4593
C -1.427 -2.407 -0.012 0.4944
C -3.289 -3.042 -1.527 0.0614
O 1.741 0.572 1.422 -0.6085
C -3.303 -5.652 -0.594 -0.8162
C -0.357 -1.388 -5.402 -2.1341
H 0.388 -4.580 1.059 0.3095
C -2.402 -4.739 -0.066 -0.1846
N -0.363 -1.980 -0.810 1.4016
H 0.847 2.786 0.896 0.4792
H -0.791 2.840 -2.192 0.5238
V 0.448 -0.451 0.051 -0.0103
H -3.293 -2.015 -1.874 0.5701
H 0.704 -7.680 -3.915 0.4615
H 4.092 -0.621 -7.401 0.3990
H 2.055 -9.159 -0.727 0.3773
C 0.070 1.215 -3.279 -0.2783
O 3.856 0.265 -1.559 -0.5759
C -1.070 2.026 0.356 0.4965
H 5.261 -1.628 -6.537 0.3844
H 2.119 -4.763 0.874 0.5733
C 2.723 0.561 -1.317 0.6777
H -0.092 3.845 -0.174 0.4390
C 2.787 -2.299 -3.346 1.0097
H -1.731 -5.043 0.726 0.5196
C 1.213 -4.447 0.358 -1.0996
C -0.070 -5.225 -4.569 -1.7091
H -0.713 -2.308 -5.874 0.3487
C 0.205 2.432 -2.382 -1.4267
C 0.197 2.811 0.021 -0.8240
C -4.199 -3.952 -2.040 -0.6771
C -4.197 -5.263 -1.581 -0.5672
H 4.991 0.032 -6.029 0.3196
C 1.635 -8.952 -1.709 -1.6714
O 1.139 -1.460 1.581 -0.6045
C 0.789 -7.012 -3.065 -0.9843
H 1.038 0.755 -3.474 0.0686
O -0.847 0.681 0.390 -0.3976
C 2.078 -1.161 -5.791 -0.8770
O -0.728 0.200 -2.675 -0.2954
H -0.009 -6.037 -5.290 0.5198
C 1.260 -7.505 -1.852 0.5109
C 2.271 2.012 -1.135 -1.3675
H 2.369 -9.239 -2.464 0.3810
H -4.914 -3.635 -2.788 0.4482
H 0.536 -4.404 -4.964 0.2343
H -3.313 -6.667 -0.221 0.4594
H -0.402 -0.605 -6.157 0.4739
H 3.433 -4.007 -2.225 0.6067
H 0.762 3.203 -2.929 0.3962
C 1.440 -2.105 -3.683 0.5608
H 1.295 -3.387 0.163 -0.8145
H 2.518 -2.827 -1.283 -0.4046
O 1.552 -0.321 3.407 -0.5211
N 1.499 -0.388 2.232 1.2859
H 0.760 -9.589 -1.848 0.3460
C -2.379 -3.436 -0.545 -0.4027
H 2.720 2.354 -0.202 0.4075
H -1.609 0.556 -2.509 0.2416
H 1.760 -6.981 0.155 0.4376
O -1.546 -1.900 1.084 -0.5878
C 3.249 -2.941 -2.074 -1.6794
H 4.794 -2.007 -3.986 0.4820
H 1.802 -0.728 -6.746 0.4063
H 4.171 -2.471 -1.738 0.5474
H -1.116 -4.906 -4.533 0.2578
C 3.421 -1.314 -5.476 0.6040
```

Calculated values
2S+1: 2
Net charge: +1
Maximum force in eV Å⁻¹: 0.84
Kohn-Sham gap (spin up / spin down) in eV: 7.21 / 7.87
HOMO energy (spin up / spin down) in eV: -11.756 / -11.767
ΔE to the lowest compared entry with this formula, charge and spin in kcal per mole: 0.0

=====

The lowest maximum force belongs to which entry? C31H36N3O9TeV

=====

The highest net charge belongs to which entry? C31H36N2PPbS4

=====

Which formula does entry 2 have? C31H36N3O9TeV